(1)
Computed, not measured: C10H31BaF3NO9 as an isolated structure at a distorted geometry, with ωB97M-V/def2-TZVPD.

Geometry as ORCA input:
```
! wB97M-V def2-TZVPD RIJCOSX def2/J DEFGRID3
* xyz -1 1
F -2.62 -2.62 -5.73
H 4.42 0.53 -0.71
H -7.33 -4.30 -3.11
H 7.99 -1.14 3.46
H -5.58 3.06 -2.50
H -6.52 -3.21 -4.32
Ba -4.18 -2.63 2.20
H 0.88 -3.00 0.70
H -4.95 -5.05 -3.49
O 5.15 0.18 -1.22
C 4.47 4.38 5.54
H 2.21 -3.34 1.73
H -5.38 4.88 -2.34
F -2.46 -4.61 -5.13
H 0.95 3.32 1.84
O 5.01 3.96 4.28
O -5.32 3.70 -0.65
O -1.42 1.50 1.39
O -2.38 3.85 5.74
H 7.38 0.10 2.54
H -6.78 -2.72 -2.68
C -0.44 2.11 0.59
H -2.58 -2.04 -3.38
O 1.76 1.55 1.78
H -6.79 4.21 -2.07
H -0.90 2.92 0.02
O -2.48 -3.69 -2.09
H 4.15 0.65 -2.84
H 1.68 2.91 0.35
H 5.36 -0.74 -3.00
C -2.92 -3.07 -3.30
H 1.67 -1.82 1.68
H -0.35 1.41 -0.24
C -2.24 -3.44 -4.70
H 3.56 3.83 5.78
H -5.09 -4.21 -1.92
C 7.12 -0.91 2.86
H 5.28 -0.27 3.20
C -5.12 -4.09 -3.01
C -6.53 -3.59 -3.29
C 4.53 -0.29 -2.45
H 0.90 -2.93 2.41
H 5.21 4.25 6.33
H 3.75 -0.97 -2.10
H -1.66 4.29 5.25
N 1.39 -2.78 1.54
C 1.00 2.51 1.11
O 5.87 -0.96 3.51
H 4.33 3.59 3.71
H 7.14 -1.52 1.95
O -4.33 -2.91 -3.28
H 4.28 5.43 5.30
H -4.47 3.25 -0.69
F -0.91 -3.47 -4.68
C -5.75 3.95 -1.90
*
```

Results
**E_tot**: -39619.247 eV
**Frontier orbital gap**: 2.180 eV
**HOMO**: -0.1260 Eh

=====

(2)
Computed, not measured: C32H31F5N4O4STeW as an isolated structure at a distorted geometry, with ωB97M-V/def2-TZVPD.

Geometry as ORCA input:
```
! wB97M-V def2-TZVPD RIJCOSX def2/J DEFGRID3
* xyz 0 1
C -2.13 -1.52 1.48
C 4.91 -2.55 0.66
O 1.03 -1.28 1.28
H -1.01 1.74 -5.57
H -0.32 -2.73 6.27
H -2.34 5.91 -3.52
C -1.96 3.45 -1.23
C -1.51 1.34 -4.69
O -0.68 1.60 0.36
H -0.26 -1.88 -5.00
W 0.19 0.52 1.93
F 1.13 4.74 3.59
C 0.17 4.12 -2.12
C -1.85 5.18 -2.89
C -1.03 -0.34 -1.70
H -0.22 -3.60 2.00
H 0.59 -3.91 0.44
F 1.96 2.62 4.57
H 0.74 -1.00 5.00
C -0.73 -2.47 5.31
C -2.39 -2.73 3.62
C -0.59 -1.10 3.30
F 0.09 3.60 5.92
C -0.78 0.08 -4.20
C 0.58 -4.15 1.51
H -0.18 -0.56 -6.17
N 1.34 2.04 -0.57
C -1.90 -3.08 4.86
C 0.08 2.28 -0.44
H 4.26 -4.37 1.61
H 0.42 -5.22 1.63
C -0.46 5.05 -2.93
H -3.67 4.48 -2.00
C -3.47 -1.65 -2.10
C 3.21 -0.87 0.44
H -2.55 1.11 -4.95
C -1.53 -0.48 -2.99
C -0.58 3.32 -1.27
C 2.67 -2.99 1.47
H -2.53 2.81 -0.56
C -2.78 -1.11 -3.16
H -3.20 -1.19 -4.15
N 2.04 0.12 3.15
C 2.26 -1.70 1.07
H 2.04 0.76 3.94
H 5.22 -0.64 -0.28
H -4.41 -2.17 -2.26
H -3.28 -3.21 3.23
O 0.86 2.17 2.31
H -1.74 -1.21 -5.70
C -1.74 -1.76 2.85
F 0.01 1.14 4.44
F -1.52 1.09 2.49
C -0.11 -1.49 4.54
C 0.67 0.45 -3.86
Te 0.21 3.14 4.07
H -2.39 -3.83 5.46
C -1.74 -0.83 -0.61
H -1.52 2.11 -3.91
C 3.98 -3.38 1.27
C -2.59 4.38 -2.03
H -0.06 0.10 -1.55
C -0.74 -0.96 -5.33
C 2.77 0.39 -0.09
H 2.85 0.37 2.58
S -3.50 -2.21 0.67
H 5.93 -2.90 0.52
C 4.52 -1.31 0.22
H 3.38 0.89 -0.83
H 1.25 4.01 -2.15
H 0.12 5.68 -3.59
H 1.17 0.79 -4.76
N -1.35 -0.80 0.72
H 0.73 1.26 -3.13
N 1.66 0.95 0.22
H 2.15 -0.84 3.46
C -2.93 -1.52 -0.82
O 1.84 -3.85 2.12
H 1.22 -0.41 -3.46
*
```

Results
**E_tot**: -81383.608 eV
**Frontier orbital gap**: 7.284 eV
**HOMO**: -0.3126 Eh

=====

(3)
Computed, not measured: a 2-piece molecular cluster, C5H14S overall at a distorted geometry, with ωB97M-V/def2-TZVPD.

Geometry as ORCA input:
```
! wB97M-V def2-TZVPD RIJCOSX def2/J DEFGRID3
* xyz 0 1
C -3.31 -0.11 -0.33
H -2.40 -1.78 -2.35
H -0.59 -1.68 -2.46
H 0.71 1.99 -0.30
H -3.35 -1.03 0.28
H 2.57 2.34 -0.02
C -1.50 -1.41 -1.80
C 1.62 1.85 0.28
H -3.32 0.73 0.35
H 2.73 0.45 2.30
H 1.43 -0.34 -0.28
C 2.78 -0.21 1.44
H 2.38 -1.19 1.80
H 1.44 2.24 1.31
H -4.30 -0.13 -0.80
H 3.88 -0.13 1.16
S -1.72 0.13 -1.26
H -1.54 -2.04 -0.92
H 0.78 -0.01 1.11
C 1.71 0.33 0.49
*
```

Results
**Structure (SMILES)**: CCC.CSC
**E_tot**: -16245.541 eV
**Frontier orbital gap**: 9.405 eV
**HOMO**: -0.3099 Eh

=====

- frontier orbital gap of number 2 (C32H31F5N4O4STeW)?
  7.284 eV